1.
Entry from the Open Molecules 2025 dataset: C11H7F5IrN2O3S3 as an isolated structure in a non-equilibrium geometry (ωB97M-V/def2-TZVPD).

```
32
Properties=species:S:1:pos:R:3
Ir -1.18 -0.19 -0.16
S -1.06 -4.69 0.73
C -1.09 -3.09 0.39
S -2.17 -2.21 -0.66
S -0.03 -1.85 1.04
N -0.43 1.88 -0.27
C -1.54 2.84 -0.24
C -2.76 2.24 -0.98
O -3.60 3.02 -1.41
O -2.80 0.97 -1.01
H 0.32 2.09 0.37
H -0.03 1.84 -1.21
H -1.28 3.79 -0.71
H -1.82 3.03 0.79
F 5.78 -0.58 -1.42
C 4.44 -0.53 -1.43
C 3.71 -0.96 -2.53
F 4.36 -1.42 -3.60
C 2.34 -0.90 -2.52
F 1.69 -1.33 -3.61
C 1.57 -0.42 -1.43
O 0.28 -0.41 -1.59
C 2.35 0.02 -0.35
F 1.80 0.56 0.77
C 3.74 -0.04 -0.35
F 4.41 0.40 0.73
C -2.97 -0.86 3.88
C -2.60 -0.29 2.60
N -2.26 0.11 1.58
H -4.00 -1.21 3.84
H -2.86 -0.12 4.67
H -2.31 -1.70 4.07
```

Charge   -1
HOMO level   -4.86 eV
Relative energy (zero: lowest compared OMol25 entry of this formula, charge and spin)   1.181 eV

=====

2.
Entry from the Open Molecules 2025 dataset: a 3-piece molecular cluster, C21H51NO11P3 overall in a non-equilibrium geometry (ωB97M-V/def2-TZVPD).

```
87
Properties=species:S:1:pos:R:3
C 4.05 3.42 0.80
C 2.64 3.51 0.24
O 2.14 2.52 -0.22
N 1.99 4.79 0.26
C 1.94 5.24 -1.15
C 0.64 4.67 0.87
C -0.13 5.99 0.92
C -1.03 6.37 -0.27
C -2.41 5.70 -0.27
P -2.42 4.02 -1.15
O -2.41 3.20 0.43
C -3.70 3.02 0.89
C -4.57 2.84 -0.39
O -4.19 3.91 -1.21
H 4.22 4.19 1.55
H 4.75 3.55 -0.03
H 4.18 2.42 1.19
H 2.05 6.32 -1.21
H 1.06 4.87 -1.68
H 2.80 4.81 -1.67
H 0.08 3.85 0.43
H 0.82 4.37 1.92
H -0.80 5.91 1.79
H 0.56 6.81 1.16
H -0.58 6.22 -1.25
H -1.20 7.46 -0.19
H -3.08 6.33 -0.86
H -2.85 5.67 0.73
H -2.42 2.67 -1.73
H -0.99 3.99 -1.37
H -2.48 4.68 -2.45
H -4.16 3.94 1.32
H -3.82 2.22 1.63
H -4.30 1.85 -0.78
H -5.64 2.83 -0.16
O -4.04 -1.41 -0.58
P -3.97 -2.80 -0.09
O -5.41 -3.11 0.61
C -6.58 -3.08 -0.19
C -6.64 -4.21 -1.20
O -3.00 -2.71 1.21
C -2.30 -1.51 1.54
C -3.10 -0.61 2.45
O -3.56 -4.37 -0.32
C -3.03 -4.78 -1.60
C -1.88 -3.91 -2.06
H -6.66 -2.11 -0.69
H -7.43 -3.16 0.50
H -5.92 -4.04 -2.01
H -7.63 -4.27 -1.66
H -6.40 -5.16 -0.73
H -2.00 -0.99 0.63
H -1.38 -1.81 2.05
H -4.12 -0.48 2.09
H -2.62 0.37 2.50
H -3.17 -1.02 3.46
H -3.84 -4.78 -2.34
H -2.70 -5.81 -1.49
H -2.20 -2.88 -2.23
H -1.47 -4.29 -3.00
H -1.08 -3.90 -1.32
O 4.75 -4.54 -0.11
P 4.78 -3.11 0.28
O 6.20 -2.52 -0.25
C 6.47 -2.51 -1.65
C 5.59 -1.51 -2.39
O 5.04 -3.15 1.89
C 5.02 -4.38 2.61
C 6.39 -5.02 2.66
O 4.03 -1.67 0.40
C 2.70 -1.50 -0.13
C 1.74 -2.57 0.36
H 6.35 -3.51 -2.06
H 7.51 -2.23 -1.76
H 4.56 -1.87 -2.45
H 5.95 -1.38 -3.41
H 5.58 -0.55 -1.89
H 4.28 -5.06 2.19
H 4.69 -4.14 3.62
H 6.86 -5.04 1.68
H 6.32 -6.04 3.05
H 7.05 -4.45 3.32
H 2.74 -1.50 -1.22
H 2.35 -0.52 0.18
H 2.04 -3.57 0.02
H 0.73 -2.38 -0.01
H 1.71 -2.59 1.45
```

Charge   -1
HOMO level   -3.95 eV

=====

| no. | gap between HOMO and LUMO (eV) |
| --- | --- |
| 1 | 7.088 |
| 2 | 6.095 |